# 1
# C49H40N5O4Re

A structure of composition C49H40N5O4Re (the ωB97M-V functional and the def2-TZVPD basis, the Open Molecules 2025 dataset).

As for the spin multiplicity: 4. The total energy comes out at -69228.618 eV. The calculation puts the max |F| at 0.0529 hartree/bohr. Its net charge is +1.

Atoms and positions in Å:
Re (0.76, -1.27, 0.91)
O (0.78, -1.14, -1.03)
O (-0.65, 0.14, 1.15)
O (-1.96, 1.94, -1.75)
O (-2.09, 0.03, -2.94)
N (2.85, -0.83, 0.96)
N (2.99, -0.39, 3.33)
N (0.84, -1.37, 2.92)
N (-1.36, -2.19, 3.39)
N (-0.88, -2.57, 1.05)
C (2.41, 2.99, 1.37)
C (1.70, 3.97, -0.69)
C (-2.02, 1.83, 2.60)
C (0.16, -1.38, 7.49)
C (4.82, -0.41, -0.35)
C (-3.32, 3.82, 2.94)
C (-2.26, 3.42, 0.82)
C (-1.35, -0.31, -1.79)
C (-0.09, -2.16, -2.97)
C (0.16, -1.48, 5.13)
C (3.48, -0.32, 2.07)
C (3.55, -0.91, -0.20)
C (1.33, 2.13, 1.33)
C (-2.49, 2.15, -4.07)
C (-1.75, 2.21, 1.29)
C (-1.71, -2.62, 2.14)
C (-2.40, -3.94, -0.19)
C (-2.80, 2.63, 3.42)
C (0.43, 2.16, 0.26)
C (-4.16, 1.20, -2.47)
C (-1.34, -3.97, -3.95)
C (-2.68, 1.34, -2.81)
C (-0.22, -1.72, 3.74)
C (-1.21, -3.27, -0.06)
C (2.92, 1.30, -3.60)
C (-3.32, -3.88, 0.86)
C (4.75, 0.26, 1.94)
C (0.07, -0.82, -2.19)
C (-0.52, -1.68, 6.31)
C (1.09, -2.83, -3.31)
C (1.05, -4.05, -3.95)
C (1.87, -0.89, 3.71)
C (2.14, -0.70, 6.28)
C (1.47, -0.91, 7.48)
C (1.47, -0.99, 5.11)
C (5.41, 0.23, 0.73)
C (-3.04, 4.21, 1.64)
C (-1.31, -2.74, -3.30)
C (2.10, 0.61, -2.71)
C (-1.67, 0.90, -0.85)
C (-2.96, -3.23, 2.02)
C (0.63, 3.10, -0.75)
C (2.60, 3.92, 0.36)
C (0.50, 0.25, -4.45)
C (0.89, 0.09, -3.13)
C (-0.84, 1.31, 0.40)
C (2.51, 1.49, -4.91)
C (-0.17, -4.63, -4.27)
C (1.30, 0.97, -5.33)
H (1.97, -0.69, 8.41)
H (0.98, 1.09, -6.36)
H (-1.81, -1.18, -1.31)
H (-4.56, 2.19, -2.24)
H (-3.00, 2.32, 4.43)
H (-3.43, 5.15, 1.26)
H (-3.94, 4.45, 3.58)
H (3.16, -0.33, 6.25)
H (-2.04, 3.74, -0.19)
H (-0.34, -1.53, 8.44)
H (-3.61, -3.19, 2.88)
H (-2.91, 1.59, -4.91)
H (-2.61, 0.58, -0.38)
H (-0.42, -0.20, -4.80)
H (-4.32, 0.56, -1.60)
H (3.09, 2.96, 2.22)
H (-0.20, -5.58, -4.79)
H (-0.06, 3.15, -1.58)
H (5.32, -0.51, -1.30)
H (6.39, 0.69, 0.63)
H (-0.49, -3.27, -0.86)
H (-3.00, 3.10, -3.97)
H (-1.43, 2.33, -4.25)
H (-2.24, -2.24, -3.09)
H (2.41, 0.50, -1.69)
H (1.83, 4.70, -1.48)
H (3.14, 2.03, -5.60)
H (2.04, -2.36, -3.08)
H (-2.30, -4.41, -4.21)
H (-2.61, -4.47, -1.10)
H (5.19, 0.70, 2.82)
H (-4.69, 0.78, -3.32)
H (1.98, -4.55, -4.21)
H (-1.53, -2.06, 6.32)
H (-1.63, 0.89, 2.97)
H (1.13, 1.47, 2.16)
H (-4.29, -4.36, 0.77)
H (3.87, 1.70, -3.25)
H (3.42, 4.62, 0.41)
H (3.05, -1.39, -1.02)


# 2
# C49H42F6MoN4O4P2S2Se

A structure of composition C49H42F6MoN4O4P2S2Se (the ωB97M-V functional and the def2-TZVPD basis, the Open Molecules 2025 dataset).

The energy above the lowest of the compared OMol25 structures with the same formula, charge and spin is 0.682 eV. As for the spin multiplicity: 3. The total energy comes out at -189398.250 eV. The calculation puts the max |F| at 0.0604 hartree/bohr. Its net charge is 0.

Atoms and positions in Å:
Mo (0.06, 0.70, 0.28)
Se (-2.24, 0.40, 1.68)
S (-0.99, 3.69, -1.17)
S (-3.33, 4.59, -2.40)
P (0.25, -1.63, -0.57)
P (2.36, 1.05, -0.50)
F (-4.45, 6.59, -1.02)
F (-5.85, 5.39, -2.24)
F (-5.07, 4.60, -0.44)
F (-0.49, 5.78, 0.34)
F (0.42, 5.83, -1.66)
F (1.34, 4.64, -0.14)
O (-2.91, 5.56, -3.35)
O (-0.47, 3.22, -2.44)
O (-3.85, 3.31, -2.86)
O (-0.92, 2.70, -0.11)
N (-4.08, -0.22, -0.49)
N (-3.22, -2.00, 0.39)
N (-2.32, 4.41, -1.21)
N (2.98, -1.64, -0.39)
C (2.74, 2.25, -4.39)
C (2.46, 1.74, 2.13)
C (2.77, 2.04, -1.96)
C (-0.83, -1.52, -2.05)
C (-1.47, -0.33, -2.18)
C (4.58, 2.01, 1.02)
C (-3.95, -2.42, -0.71)
C (-0.06, -2.94, 1.79)
C (-5.12, -3.77, -2.27)
C (-0.52, 1.52, 4.10)
C (-0.15, -3.11, 0.40)
C (4.45, 2.34, 3.36)
C (-0.60, -0.11, 5.90)
C (-3.25, -0.64, 0.45)
C (-5.68, -2.62, -2.82)
C (3.66, 3.99, -3.07)
C (-2.04, -2.49, -3.89)
C (3.05, -3.50, 1.18)
C (1.93, -2.21, -1.12)
C (3.53, -0.38, -0.85)
C (-4.18, -3.72, -1.20)
C (0.17, 5.07, -0.61)
C (-4.28, 1.22, -0.68)
C (-0.55, -4.36, -0.12)
C (-5.38, -1.35, -2.30)
C (3.62, -4.06, 2.28)
C (0.45, -0.82, 5.27)
C (3.40, 3.50, -4.30)
C (-4.75, 5.37, -1.47)
C (0.48, 0.81, 3.43)
C (-2.38, -0.19, -3.21)
C (-2.68, -1.29, -4.00)
C (2.44, 1.54, -3.23)
C (0.97, -0.39, 4.02)
C (4.11, -1.46, 1.78)
C (-0.75, -5.17, 2.15)
C (3.39, -2.18, 0.80)
C (-1.08, -2.61, -2.90)
C (4.65, -2.04, 2.93)
C (-4.54, -1.28, -1.26)
C (4.41, -3.38, 3.19)
C (-0.78, -5.42, 0.75)
C (3.29, 3.35, -1.92)
C (0.97, 1.43, 2.15)
C (3.12, 2.02, 3.34)
C (3.21, 1.74, 0.96)
C (-1.08, 1.06, 5.25)
C (5.22, 2.31, 2.23)
C (-0.45, -3.95, 2.68)
H (0.26, -1.97, 2.26)
H (4.50, -0.24, -0.35)
H (2.39, 1.88, -5.37)
H (-4.47, 1.40, -1.70)
H (-0.69, -4.48, -1.23)
H (-3.74, -4.56, -0.74)
H (2.42, -4.17, 0.61)
H (-5.17, 1.55, -0.11)
H (1.90, -3.30, -1.09)
H (-3.37, 1.72, -0.41)
H (2.03, -1.83, -2.12)
H (-2.85, 0.83, -3.37)
H (0.84, -1.78, 5.69)
H (3.31, -5.08, 2.40)
H (-5.70, -0.37, -2.67)
H (1.91, 0.57, -3.29)
H (-0.54, -3.48, -2.70)
H (-6.27, -2.68, -3.76)
H (-3.46, -1.27, -4.81)
H (-1.20, 0.64, -1.73)
H (4.26, -0.37, 1.63)
H (-5.44, -4.72, -2.63)
H (4.71, -3.82, 4.12)
H (-0.88, 2.44, 3.70)
H (3.82, 3.94, -5.18)
H (-1.08, -5.99, 2.81)
H (-1.03, -6.39, 0.39)
H (-1.85, 1.68, 5.76)
H (-0.96, -0.51, 6.87)
H (5.10, 1.91, 0.08)
H (3.53, 3.93, -0.99)
H (-2.58, -2.65, 0.87)
H (-2.31, -3.34, -4.53)
H (6.26, 2.48, 2.29)
H (3.79, -0.43, -1.92)
H (-0.30, -3.82, 3.76)
H (4.93, 2.61, 4.27)
H (4.22, 4.91, -3.03)
H (5.20, -1.40, 3.61)
H (2.47, 2.09, 4.23)
H (1.81, -0.93, 3.55)
H (0.54, 2.44, 2.10)


# 3
# C49H42IrN3O3PS2

A structure of composition C49H42IrN3O3PS2 (the ωB97M-V functional and the def2-TZVPD basis, the Open Molecules 2025 dataset).

The energy above the lowest of the compared OMol25 structures with the same formula, charge and spin is 1.705 eV. As for the spin multiplicity: 2. The total energy comes out at -95905.025 eV. The calculation puts the max |F| at 0.0102 hartree/bohr. Its net charge is 0.

Atoms and positions in Å:
Ir (-1.36, -0.38, -0.68)
S (-3.61, -4.26, -1.91)
S (-0.87, -2.79, -0.47)
P (-1.66, -4.05, -1.88)
O (1.73, -0.93, 2.62)
O (-1.60, 1.20, 4.36)
O (-0.11, 0.03, -2.58)
N (0.44, 0.15, -0.03)
N (-0.37, 1.00, 1.99)
N (1.77, 1.49, 1.38)
C (2.77, -0.57, -0.48)
C (-0.64, 0.52, 5.18)
C (1.75, -2.25, 3.15)
C (1.68, 6.20, -0.89)
C (-0.80, -5.63, -1.56)
C (3.45, -0.89, -2.76)
C (-2.14, -0.49, 1.14)
C (0.54, 5.70, -0.27)
C (-1.03, -3.64, -3.55)
C (0.80, -3.45, -5.11)
C (3.75, -0.91, -1.41)
C (-0.63, -7.97, -2.12)
C (-1.77, 1.54, -0.63)
C (3.81, 0.94, 5.01)
C (1.20, -0.24, -2.26)
C (-0.22, 4.68, -0.87)
C (-3.73, 4.78, 2.64)
C (0.22, 4.18, -2.11)
C (3.85, 2.17, 4.36)
C (1.35, 4.69, -2.73)
C (-3.38, -0.26, 3.65)
C (-1.44, -2.94, -5.82)
C (0.45, -8.10, -1.26)
C (3.16, 2.34, 3.17)
C (-3.31, -1.18, 1.43)
C (2.17, -0.56, -3.19)
C (-2.35, 6.21, 0.71)
C (0.33, -3.74, -3.83)
C (-1.91, -3.24, -4.55)
C (-2.19, 0.39, 3.40)
C (0.29, -5.77, -0.70)
C (2.44, 1.30, 2.62)
C (2.08, 5.70, -2.13)
C (-1.25, -6.74, -2.26)
C (3.09, -0.12, 4.46)
C (-3.93, -1.06, 2.66)
C (-0.52, -0.21, -3.93)
C (-0.08, -3.05, -6.10)
C (1.51, -0.20, -0.90)
C (-1.38, 4.09, -0.21)
C (0.91, -7.00, -0.55)
C (-2.21, 4.82, 0.75)
C (-3.84, 6.16, 2.59)
C (-3.16, 6.87, 1.62)
C (-1.57, 0.28, 2.16)
C (-1.63, 2.74, -0.44)
C (0.59, 0.83, 1.08)
C (-2.93, 4.11, 1.73)
C (2.42, 0.05, 3.26)
H (1.86, -3.55, -5.33)
H (2.99, -0.63, 0.58)
H (0.28, -2.84, -7.10)
H (0.94, -9.06, -1.14)
H (0.17, 1.22, 5.40)
H (-0.04, 0.51, -4.59)
H (0.64, -4.90, -0.15)
H (3.07, -1.07, 4.96)
H (-4.86, -1.59, 2.85)
H (4.21, -1.15, -3.49)
H (-2.97, -3.19, -4.31)
H (2.25, 6.98, -0.41)
H (-3.74, -1.83, 0.67)
H (1.75, -7.10, 0.13)
H (-1.60, -0.06, -3.94)
H (-0.35, 3.38, -2.57)
H (4.73, -1.20, -1.07)
H (-3.85, -0.14, 4.62)
H (1.66, 4.29, -3.68)
H (-4.26, 4.21, 3.39)
H (1.03, -4.05, -3.06)
H (0.26, 6.07, 0.70)
H (4.41, 2.99, 4.78)
H (-4.47, 6.68, 3.31)
H (1.17, -2.85, 2.46)
H (-1.85, 6.78, -0.07)
H (-3.27, 7.95, 1.56)
H (4.33, 0.80, 5.94)
H (-2.11, -6.64, -2.92)
H (-0.99, -8.83, -2.67)
H (-0.28, -1.23, -4.22)
H (1.28, -2.28, 4.14)
H (-0.23, -0.35, 4.65)
H (-0.17, 1.67, 2.72)
H (2.34, 1.73, 0.58)
H (1.93, -0.59, -4.25)
H (3.16, 3.29, 2.66)
H (-1.10, 0.19, 6.11)
H (-2.84, 3.03, 1.76)
H (2.77, -2.63, 3.22)
H (2.97, 6.10, -2.61)
H (-2.13, -2.64, -6.59)


# 4
# C49H43F4IN4O3PTl

A structure of composition C49H43F4IN4O3PTl (the ωB97M-V functional and the def2-TZVPD basis, the Open Molecules 2025 dataset).

The energy above the lowest of the compared OMol25 structures with the same formula, charge and spin is 0.000 eV. The total energy comes out at -96565.348 eV. The calculation puts the max |F| at 0.0018 hartree/bohr. Its net charge is -2.

Atoms and positions in Å:
Tl (0.48, 1.06, -1.28)
I (-1.73, 3.36, 2.24)
P (-0.08, 0.35, 2.49)
F (4.78, 0.50, -4.89)
F (2.81, 0.81, -3.13)
F (1.64, -0.03, -8.36)
F (-0.35, 0.28, -6.70)
O (0.63, -1.29, 2.40)
O (1.70, -2.41, -3.23)
O (0.70, -1.32, -1.03)
N (0.21, 0.59, -3.79)
N (-0.86, -2.63, 1.13)
N (-1.69, 2.86, -3.40)
N (-1.75, -1.62, 0.87)
C (0.65, -4.87, 1.77)
C (1.68, 0.88, 1.79)
C (0.36, -2.55, -3.03)
C (-0.32, 2.22, 6.27)
C (2.49, 0.57, -4.42)
C (1.44, -5.96, 2.09)
C (2.14, -3.44, 3.01)
C (-1.88, -3.21, -3.65)
C (-2.26, 3.65, 6.49)
C (-0.50, 2.11, 4.85)
C (1.95, 0.16, -7.05)
C (3.28, 0.20, -6.68)
C (-0.50, -3.15, -3.92)
C (-2.93, 3.14, -2.70)
C (-3.44, -1.53, 5.37)
C (0.42, 3.90, -4.22)
C (0.78, 1.58, 6.90)
C (-1.13, -1.43, 4.72)
C (1.67, 0.86, 6.16)
C (-1.83, 1.85, -4.44)
C (2.21, -2.84, -4.47)
C (2.57, -5.80, 2.88)
C (-2.75, -0.16, 3.52)
C (3.79, 2.04, 0.29)
C (0.90, 0.30, -6.17)
C (2.50, 0.11, 0.96)
C (2.92, -4.54, 3.33)
C (0.99, -3.59, 2.23)
C (0.15, -2.41, 1.88)
C (1.09, 0.49, -4.76)
C (-2.36, -2.67, -2.49)
C (0.35, 1.21, 4.13)
C (-1.05, 4.08, -3.86)
C (-1.21, 0.50, -4.05)
C (-1.22, 2.98, 7.06)
C (-2.12, -1.93, 5.55)
C (3.50, 0.43, -5.33)
C (-2.08, -1.45, -0.35)
C (-2.39, 3.65, 5.09)
C (-1.53, 2.93, 4.30)
C (1.44, 0.67, 4.78)
C (-3.75, -0.65, 4.35)
C (3.00, 2.82, 1.13)
C (-3.45, 1.95, -1.91)
C (1.98, 2.24, 1.86)
C (-0.11, -1.96, -1.80)
C (-1.50, -2.08, -1.55)
C (3.53, 0.68, 0.21)
C (-1.41, -0.53, 3.70)
H (0.89, 1.69, 7.97)
H (1.16, -6.94, 1.73)
H (3.18, 3.89, 1.20)
H (-0.23, -4.96, 1.14)
H (4.11, 0.05, -0.46)
H (-1.06, 3.01, 8.13)
H (-1.12, 4.82, -3.06)
H (2.10, 0.02, 4.22)
H (-1.60, 4.51, -4.73)
H (-3.71, 3.49, -3.40)
H (4.08, 0.07, -7.39)
H (-0.10, -1.74, 4.89)
H (-3.15, 4.26, 4.62)
H (0.55, 3.20, -5.05)
H (-1.35, 2.20, -5.36)
H (-1.87, -2.63, 6.34)
H (2.30, -0.94, 0.83)
H (0.96, 3.50, -3.37)
H (-0.12, -3.56, -4.85)
H (-3.42, -2.70, -2.27)
H (1.37, 2.88, 2.50)
H (2.40, -2.45, 3.35)
H (-4.36, 2.23, -1.37)
H (-2.74, 3.96, -2.00)
H (-3.00, 0.50, 2.70)
H (1.74, -2.32, -5.31)
H (-2.91, -0.76, -0.49)
H (0.85, 4.86, -4.51)
H (-4.78, -0.35, 4.18)
H (-4.23, -1.92, 6.01)
H (3.19, -6.66, 3.13)
H (-3.69, 1.10, -2.55)
H (3.27, -2.61, -4.46)
H (-2.95, 4.21, 7.09)
H (-1.69, 0.17, -3.13)
H (3.81, -4.40, 3.93)
H (-2.89, 1.70, -4.68)
H (2.08, -3.92, -4.60)
H (2.52, 0.39, 6.63)
H (4.57, 2.49, -0.31)
H (-2.71, 1.62, -1.17)
H (-2.54, -3.68, -4.37)
H (-1.47, -0.25, -4.80)